DFT (the ωB97M-V functional and the def2-TZVPD basis) results for a cluster of 11 separate species, C39H71N5O23 in total in a non-equilibrium geometry.

Summary:
- Electronic energy: -3532.8441 a.u.
- E_LUMO: 0.00 eV
- SMILES string: C[C@H]1COC(=O)O1.C[C@H]1COC(=O)O1.C[C@H]1COC(=O)O1.C[C@H]1COC(=O)O1.C[C@H]1COC(=O)O1.C[C@H]1COC(=O)O1.CN(C)C=O.CN(C)C=O.CN(C)C=O.CN(C)C=O.CN(C)C=O
- Relative energy (zero: lowest compared OMol25 entry of this formula, charge and spin): 3.871 eV
- Multiplicity: 1
- E_HOMO: -9.3 eV
- HOMO-LUMO gap: 9.26 eV

Geometry as XYZ:
```
138
Properties=species:S:1:pos:R:3:forces:R:3
C 2.6081 0.0625 -5.7555 -0.4 -0.2 -0.4
C 2.9838 0.0587 -7.2456 -0.6 0.4 0.9
C 1.8121 0.0690 -8.2153 0.0 -1.2 0.0
O 2.1747 1.0393 -9.1544 -0.8 0.8 -1.9
C 3.1349 1.8381 -8.7158 0.8 0.8 1.6
O 3.5083 2.9019 -9.1247 -0.5 -1.2 -0.3
O 3.6244 1.2864 -7.5685 0.9 0.4 0.1
H 1.8513 0.8146 -5.5327 0.2 0.4 -0.3
H 3.4531 0.2212 -5.0856 0.1 -0.2 -0.2
H 2.0839 -0.8594 -5.5037 0.4 -0.3 0.0
H 3.6000 -0.7961 -7.5245 0.5 0.2 0.3
H 0.8286 0.2889 -7.7999 0.1 0.1 0.1
H 1.8111 -0.8919 -8.7298 -0.5 0.0 0.0
C 7.6496 3.0832 -0.2440 0.9 0.6 0.5
C 8.8766 2.6624 -1.0585 -1.4 -0.7 -0.5
C 9.7344 1.4985 -0.5284 0.3 1.3 1.3
O 9.5870 0.4067 -1.4005 -0.4 0.5 -0.6
C 8.8525 0.7962 -2.4704 -1.0 -1.2 -2.3
O 8.6583 0.0558 -3.4454 0.4 2.9 3.2
O 8.3446 2.0916 -2.2673 0.9 -2.1 -1.3
H 7.1683 3.9589 -0.6795 -0.1 -0.2 -0.3
H 7.9944 3.4483 0.7234 0.0 -0.2 0.3
H 6.9180 2.2895 -0.0925 0.2 -0.1 -0.1
H 9.4819 3.5239 -1.3406 0.0 0.0 0.1
H 9.4364 1.2452 0.4890 -0.1 -0.3 -0.1
H 10.7645 1.8526 -0.4877 0.2 -0.4 -0.1
C -5.2442 0.0522 6.0126 -1.5 -0.2 -0.5
C -6.6717 -0.2059 5.4904 1.8 -0.6 -0.4
C -7.7629 0.6730 5.9494 -0.5 -0.5 2.3
O -8.4888 1.0723 4.8169 -0.5 0.5 -0.1
C -7.8299 0.6415 3.7461 0.1 -0.2 -3.2
O -8.1432 0.6991 2.5762 -0.3 0.5 1.9
O -6.6776 0.0791 4.0938 1.0 -0.8 0.0
H -5.1237 -0.2802 7.0437 0.0 0.1 0.0
H -5.1039 1.1288 5.9164 0.7 -0.1 0.0
H -4.6470 -0.5767 5.3524 0.6 0.5 0.2
H -6.9048 -1.2579 5.6547 -0.1 -0.2 -0.3
H -7.3284 1.4700 6.5529 -0.6 0.6 -0.3
H -8.3923 0.0259 6.5602 -0.4 0.6 0.3
C -6.9532 4.8076 -3.6092 1.2 -0.4 0.0
C -6.2305 4.1792 -4.8448 -1.8 1.2 0.9
C -4.9284 4.8049 -5.2390 -0.1 2.2 -1.2
O -3.9855 3.7969 -5.1781 1.4 -0.7 0.7
C -4.5513 2.6370 -4.7540 2.7 -1.7 -1.2
O -3.9144 1.5901 -4.6696 -2.0 2.5 0.3
O -5.8415 2.8400 -4.6309 -1.8 -1.4 0.8
H -6.2435 4.7384 -2.7848 0.0 0.4 0.2
H -7.8718 4.3671 -3.2218 0.0 -0.5 -0.7
H -7.1832 5.8512 -3.8238 0.2 0.1 0.0
H -6.9219 4.3124 -5.6769 -0.1 -0.9 -0.2
H -4.6434 5.7291 -4.7362 0.2 -0.4 0.9
H -4.9866 5.1768 -6.2619 0.0 -0.3 -0.4
C -4.8296 -3.8589 -0.6900 0.3 -0.3 1.4
C -5.7210 -4.9919 -1.1334 -1.0 1.2 -0.5
C -7.2416 -4.6532 -1.1561 1.0 0.3 1.5
O -7.6537 -5.2421 -2.3508 -2.8 0.0 0.9
C -6.6404 -5.5301 -3.1010 0.1 0.3 -4.7
O -6.7048 -5.8462 -4.2661 -0.4 -0.5 1.0
O -5.5204 -5.1851 -2.5586 2.6 -0.4 2.3
H -4.8419 -2.9715 -1.3228 0.0 -0.4 -0.2
H -3.8234 -4.2056 -0.4545 0.3 0.0 -0.8
H -5.1004 -3.5435 0.3177 -0.6 0.2 0.1
H -5.6111 -5.9165 -0.5667 0.6 -0.1 -0.2
H -7.3855 -3.5752 -1.0830 -0.2 0.2 -0.7
H -7.8173 -5.0606 -0.3250 0.2 -0.3 0.0
C 8.8968 -8.0298 -2.4368 1.0 -0.8 -1.6
C 8.1753 -6.7650 -2.6974 0.3 0.4 1.2
C 7.3559 -6.6771 -3.9391 1.7 0.6 -2.7
O 6.0811 -6.1666 -3.5672 1.0 -0.5 -3.9
C 6.1219 -6.0605 -2.2895 -4.9 2.7 1.5
O 5.2534 -5.4601 -1.7017 0.7 -0.6 0.5
O 7.1077 -6.6900 -1.8328 1.5 -1.7 5.8
H 8.2622 -8.7907 -2.8909 0.1 -0.6 0.7
H 9.2947 -8.2582 -1.4480 -0.7 0.3 0.1
H 9.7874 -8.0208 -3.0652 0.2 0.0 -0.2
H 8.7805 -5.8946 -2.4439 0.3 0.2 -0.6
H 7.3502 -7.6464 -4.4377 -0.6 0.1 -0.1
H 7.8733 -5.9385 -4.5512 -0.5 -0.1 -0.7
C 0.4801 8.0408 -2.2889 0.7 0.9 0.3
N -0.5123 9.0577 -2.6028 -0.1 -0.9 1.1
C -1.7492 9.0235 -1.8139 0.0 -0.3 0.4
C -0.4327 9.6810 -3.7762 -0.8 0.2 -0.4
O -1.3918 10.2015 -4.3010 0.2 0.6 -0.6
H 0.7785 8.2021 -1.2530 -0.3 -0.8 0.2
H 1.4172 8.2068 -2.8204 -0.1 0.4 -0.4
H 0.1916 7.0290 -2.5737 -0.4 -0.1 0.5
H -2.2003 8.0312 -1.8242 0.0 -0.2 -0.3
H -1.5331 9.2098 -0.7619 0.4 0.0 0.1
H -2.5314 9.7393 -2.0666 0.5 0.1 -0.7
H 0.5946 9.6475 -4.1710 -0.1 0.1 -0.4
C 5.5316 -6.7493 4.9617 -0.2 0.1 1.1
N 6.5168 -5.7209 4.6176 -2.0 -2.1 0.4
C 7.8076 -6.2263 4.2853 0.0 0.5 0.2
C 6.1137 -4.4783 4.3632 0.5 0.7 0.2
O 6.8526 -3.6183 3.9248 -0.4 0.3 -0.1
H 5.3056 -7.4703 4.1761 0.2 0.2 -0.2
H 4.5976 -6.3633 5.3703 -0.1 0.6 -0.7
H 5.8322 -7.2978 5.8544 0.7 -0.3 -0.2
H 7.7855 -6.7265 3.3171 0.3 0.1 -0.2
H 8.4276 -5.3298 4.2997 0.6 -0.5 -0.2
H 8.0375 -6.9596 5.0582 0.5 0.1 -0.1
H 5.0739 -4.3451 4.6995 -0.1 0.4 -0.3
C -0.9253 2.4745 0.6403 1.5 0.4 -0.6
N 0.2414 2.0217 1.4617 -1.1 0.2 -0.4
C 0.5306 0.5975 1.3019 0.1 0.2 -0.1
C 0.8853 2.8382 2.3538 -1.6 1.3 -1.5
O 0.5080 4.0049 2.5790 1.3 -2.3 0.1
H -0.6825 2.2134 -0.3898 -0.3 -1.0 -0.1
H -0.9302 3.5474 0.4480 -0.1 0.2 1.2
H -1.9020 2.0851 0.9276 0.2 0.0 0.2
H -0.2991 0.0049 1.6872 0.1 -0.1 0.2
H 0.6378 0.3283 0.2511 -0.1 0.2 -0.2
H 1.4652 0.2827 1.7661 -0.1 0.3 0.3
H 1.7921 2.2969 2.6651 0.1 0.6 0.8
C -2.4419 -8.2872 3.9701 -0.7 -2.4 0.8
N -1.6681 -7.1555 3.8210 2.8 1.9 -2.1
C -0.5803 -7.2610 2.7533 -0.7 -0.3 1.2
C -1.6416 -6.2128 4.7802 3.2 2.8 -0.7
O -0.7476 -5.2823 4.8711 -3.7 -3.4 0.0
H -3.1510 -8.1781 4.7908 -0.6 0.3 -0.5
H -1.8353 -9.1011 4.3674 0.4 -0.4 -0.2
H -2.8474 -8.6556 3.0278 -0.5 0.2 0.1
H -0.0179 -6.3319 2.6609 -0.3 -0.1 0.1
H 0.0768 -8.0901 3.0158 0.3 0.2 0.4
H -0.9759 -7.6109 1.7997 -0.6 0.5 0.0
H -2.5446 -6.3968 5.3826 0.4 0.8 0.7
C -3.6610 7.2392 6.0707 -1.1 -0.2 -0.8
N -5.0038 7.5372 5.5084 -0.3 1.3 2.6
C -5.9212 8.2042 6.4698 -0.5 -0.3 -0.1
C -5.4069 7.1450 4.3090 -1.4 0.6 -2.1
O -6.5049 7.3686 3.7649 1.7 -0.5 1.3
H -2.9193 7.9717 5.7522 0.0 0.0 0.1
H -3.3910 6.2397 5.7298 0.3 0.1 0.1
H -3.7745 7.2362 7.1548 0.3 0.0 -0.1
H -5.7831 9.2635 6.6865 0.9 0.1 -0.4
H -6.9688 8.1880 6.1693 0.2 -0.6 -0.4
H -5.8434 7.6989 7.4324 0.0 -0.1 0.0
H -4.5780 6.6712 3.7607 -0.1 -0.3 -0.1
```
Positions in Å, forces in eV/Å.

These are the Mulliken partial charges, in e, on atoms 1 to 4: -1.372, 0.487, -0.435, -0.336